Molecular formula: C38H42ClFeN9OS2
Method: DFT, the ωB97M-V functional and the def2-TZVPD basis

Geometry (Å):
Fe (0.715, 0.899, 0.107)
C (-5.711, 1.627, 0.885)
C (-4.308, 1.209, 1.238)
C (-3.951, -0.133, 1.335)
C (-2.642, -0.500, 1.567)
C (-1.607, 0.433, 1.722)
N (-0.253, 0.078, 1.829)
C (0.105, -0.863, 2.739)
C (-0.770, -1.375, 3.735)
C (-0.396, -2.318, 4.666)
C (0.905, -2.807, 4.726)
C (1.346, -3.794, 5.774)
C (1.805, -2.259, 3.826)
C (1.443, -1.327, 2.858)
N (2.501, -0.812, 2.044)
C (3.720, -1.369, 1.892)
C (4.539, -0.457, 1.279)
C (3.720, 0.657, 1.070)
N (2.488, 0.454, 1.531)
C (-1.991, 1.785, 1.672)
C (-3.309, 2.148, 1.413)
N (-1.046, 2.842, 1.834)
C (-1.322, 4.134, 2.143)
C (-0.151, 4.841, 2.060)
C (0.807, 3.884, 1.683)
N (0.262, 2.687, 1.562)
H (-6.425, 0.835, 1.112)
H (-5.799, 1.851, -0.182)
H (-6.012, 2.521, 1.434)
H (-4.706, -0.901, 1.193)
H (-2.380, -1.547, 1.603)
H (-1.780, -0.995, 3.765)
H (-1.132, -2.665, 5.386)
H (0.497, -4.370, 6.146)
H (1.806, -3.301, 6.636)
H (2.077, -4.502, 5.378)
H (2.848, -2.537, 3.913)
H (3.915, -2.376, 2.212)
H (5.563, -0.588, 0.979)
H (3.957, 1.581, 0.572)
H (-3.550, 3.196, 1.285)
H (-2.312, 4.445, 2.424)
H (-0.007, 5.891, 2.246)
H (1.863, 4.006, 1.494)
N (-0.843, -3.151, -0.064)
C (-1.603, -2.376, -0.891)
S (-1.071, -0.937, -1.502)
N (-2.866, -2.895, -1.041)
C (-4.034, -2.353, -1.612)
C (-5.233, -2.957, -1.225)
C (-6.445, -2.512, -1.722)
C (-6.482, -1.450, -2.616)
C (-5.291, -0.855, -3.000)
C (-4.066, -1.295, -2.514)
H (0.150, -2.954, -0.064)
H (-1.079, -4.125, 0.039)
H (-3.062, -3.690, -0.454)
H (-5.213, -3.777, -0.514)
H (-7.360, -2.993, -1.402)
H (-7.426, -1.091, -3.003)
H (-5.302, -0.023, -3.693)
H (-3.151, -0.812, -2.815)
Cl (4.189, 4.552, -1.247)
C (4.796, 3.340, -2.384)
C (5.881, 3.677, -3.157)
C (6.439, 2.770, -4.057)
C (5.847, 1.499, -4.123)
C (4.766, 1.159, -3.351)
C (4.138, 2.065, -2.415)
C (3.053, 1.713, -1.650)
H (6.298, 4.672, -3.053)
H (7.290, 3.039, -4.668)
H (6.254, 0.757, -4.805)
H (4.336, 0.165, -3.434)
H (2.675, 0.696, -1.712)
H (2.596, 2.425, -0.977)
C (-2.466, 2.523, -2.243)
O (-1.660, 1.966, -1.242)
C (-0.254, 2.192, -1.211)
C (0.259, 3.252, -2.140)
H (-2.578, 3.610, -2.142)
H (-3.453, 2.065, -2.140)
H (-2.087, 2.314, -3.251)
H (-0.523, 3.922, -2.503)
H (0.794, 2.848, -3.009)
H (1.001, 3.881, -1.635)
N (3.172, -4.815, -1.071)
C (3.169, -3.552, -1.611)
N (3.998, -3.416, -2.685)
S (2.277, -2.305, -1.017)
H (4.030, -5.339, -1.159)
H (2.747, -4.864, -0.160)
H (4.167, -4.230, -3.255)
H (3.907, -2.546, -3.186)

Frontier orbital gap (spin up / spin down)   3.91 / 3.91 eV
Multiplicity   6
Charge   -1
Expectation value of S²   8.76